[1]
ORCA calculation (ωB97M-V/def2-TZVPD) on a molecular structure, C21H25N3O3.

The value obtained for the strongest force on any atom is 14.7 eV/A. The calculation puts the total energy at -32781.033 eV. Its orbital gap is 8.11 eV.

The geometry in XYZ format:
```
52
Properties=species:S:1:pos:R:3:forces:R:3
C -7.4893 -1.0193 0.0809 -1.2649 3.7143 -9.1248
C -6.0025 -0.7169 -0.5424 -5.6441 -1.6771 -1.1391
O -5.6167 -0.9606 -1.6606 -0.2507 -0.7222 -0.1984
N -5.3514 -0.0328 0.3307 0.4026 0.0153 0.4903
C -4.0724 0.3006 0.0775 0.2186 4.9657 9.7240
C -3.6230 1.1338 1.3358 3.5119 -2.2038 -6.1505
C -2.3749 1.5900 1.3834 4.0614 0.8503 -5.6240
C -1.5189 1.5042 -0.0322 -2.3213 -1.9663 2.3190
C -2.0764 0.7727 -1.0578 3.8829 2.7316 2.0209
C -3.2727 0.2015 -0.9012 -0.4087 -0.5682 -1.9835
H -3.7697 -0.1237 -1.6945 -1.1918 -2.0427 -3.6901
H -1.5474 0.6505 -1.9523 0.6915 -0.1807 -1.2141
O -0.2142 1.8304 0.0174 -4.4550 2.7076 5.8564
C 0.6800 1.8099 -0.8867 2.2381 -7.1306 -5.1272
H 0.6739 0.6314 -1.2659 0.7499 2.0152 0.6307
C 1.9743 2.1606 -0.3374 4.1833 -4.2230 -4.2323
O 2.0742 3.3996 -0.1136 -3.1801 9.2792 4.0270
H 1.2323 3.6806 0.4740 2.7194 -0.4475 -1.7193
H 2.8592 2.1673 -1.3510 -2.3948 -1.3926 2.7160
C 2.4898 1.4186 0.8791 -3.5688 -5.0964 -4.5932
N 2.7200 -0.0061 0.3391 -9.5557 7.7022 7.2109
C 3.7598 -0.4412 -0.0243 11.3758 -6.1245 -7.0730
N 3.7450 -1.6889 -0.3900 -2.3008 -2.8138 2.2405
C 2.4361 -2.1109 0.1553 5.3708 -2.5844 -5.6701
C 1.8429 -3.2157 -0.3110 0.0536 -3.8882 3.3286
C 0.6485 -3.4278 0.4302 -2.0896 -5.5861 -3.2703
C -0.0461 -2.5182 0.9984 -0.8193 9.4401 2.3297
C 0.6156 -0.9477 1.0359 -6.9256 -8.0706 1.2819
C 1.7786 -1.0678 0.6525 6.7488 4.5756 -2.1393
H 0.1217 -0.2961 1.5835 -2.2868 3.3888 1.7972
H -1.0484 -2.3160 1.3401 -0.2270 -1.4635 0.1663
H -0.0050 -4.4113 0.2842 1.8785 1.6427 0.2630
H 2.3635 -4.2081 -0.4745 -0.2040 1.7440 -0.9125
C 5.1050 0.1145 -0.4594 -1.0415 6.1841 4.4889
C 6.0377 0.0035 0.7630 5.0193 0.9123 -5.1390
H 7.0266 0.8394 0.6378 -2.4396 -2.9306 0.0458
H 5.6294 0.4228 1.5066 -3.5189 3.2291 5.8929
H 6.3227 -0.9607 1.1427 0.4609 -0.6783 -0.6922
C 5.7738 -0.2081 -1.7039 1.2818 1.0071 1.4294
H 5.8635 -1.1906 -1.5489 0.6508 -4.3527 -0.6449
H 6.8126 0.1920 -1.7222 -1.1954 0.3830 -0.5506
H 5.0045 -0.0076 -2.3370 -1.0321 0.6134 -3.3980
H 4.7848 1.2610 -0.5150 1.2385 -1.4907 0.2022
H 1.6977 1.2712 1.5609 -0.4282 0.5604 1.3933
H 3.3234 1.8957 1.0830 4.0322 1.8534 1.9762
H 0.5233 2.2016 -1.8441 -0.7217 1.8271 -1.2099
H -1.7899 2.1825 2.0744 -0.6428 -0.1656 0.6652
H -4.0345 1.2632 2.2033 -3.7707 0.1978 4.6426
H -5.8227 0.3234 1.1320 0.0336 -0.0080 0.4090
H -8.2212 -1.5179 -0.7009 1.9493 0.4864 1.3509
H -7.4417 -1.5599 0.8601 0.2606 -3.6854 5.9535
H -8.0520 -0.0545 0.1619 0.8658 -0.5333 0.6442
```
Forces are in eV/Å.

=====

[2]
ORCA calculation (ωB97M-V/def2-TZVPD) on C21H25N3O4S in the gas phase.

The value obtained for the strongest force on any atom is 1.0 eV/A. The calculation puts the total energy at -45679.662 eV. Its orbital gap is 8.99 eV. The structure (SMILES) is CC(=O)N1CCc2cc(S(=O)(=O)NCCC(=O)NCCc3ccccc3)ccc21.

The geometry in XYZ format:
```
54
Properties=species:S:1:pos:R:3:forces:R:3
C 5.0965 -1.0205 1.0441 0.0488 0.1896 -0.1521
C 3.9197 -0.1108 0.7798 0.1800 -0.2509 0.2022
O 4.0062 0.8811 0.0902 0.0581 0.2531 -0.2297
N 2.7536 -0.4832 1.3914 0.0026 0.0515 0.0082
C 2.6116 -1.6610 2.2425 0.2783 -0.4593 0.2541
C 1.1399 -1.6919 2.6873 -0.0519 -0.0249 0.0392
C 0.5572 -0.4771 2.0331 -0.0393 0.2038 -0.1080
C -0.7238 0.0191 2.0957 0.1520 -0.1135 0.0554
C -1.0140 1.1746 1.3841 -0.6179 0.3448 -0.0832
S -2.6628 1.8280 1.5632 0.3932 0.5516 0.0653
O -2.8046 2.3092 2.9067 0.1307 0.0864 -0.0748
O -3.6127 0.8458 1.0976 0.0168 0.0020 -0.0733
N -2.6983 3.1312 0.5276 0.0566 -0.6677 0.7809
C -3.6101 3.1710 -0.6022 -0.0431 -0.3106 -0.6227
C -2.8794 2.9986 -1.9345 -0.1154 0.0172 0.0461
C -2.4046 1.6086 -2.3602 -0.1581 0.4205 0.1183
O -1.7283 1.4923 -3.3665 0.1998 0.0684 -0.3113
N -2.8082 0.5630 -1.6231 -0.0987 -0.2084 0.2357
C -2.5828 -0.8114 -2.0165 -0.0328 -0.2693 -0.0700
C -1.8179 -1.6164 -0.9591 -0.1080 0.0812 -0.1112
C -0.3242 -1.6699 -1.1458 -0.0240 -0.0386 0.0314
C 0.3890 -0.6593 -1.7765 -0.0498 -0.1166 -0.0663
C 1.7585 -0.7668 -1.9500 0.0682 -0.0071 -0.0616
C 2.4376 -1.8833 -1.4972 0.0777 0.0048 -0.0445
C 1.7383 -2.8925 -0.8573 0.0761 -0.1350 0.0400
C 0.3710 -2.7816 -0.6817 -0.0082 0.0037 0.0428
C -0.0577 1.8195 0.6277 0.0249 0.0259 -0.0232
C 1.2393 1.3304 0.5682 0.1477 0.0723 0.0551
C 1.5380 0.1803 1.2825 -0.5003 0.3605 0.0033
H 4.8837 -2.0332 0.7103 -0.0180 -0.1379 0.0206
H 5.9545 -0.6360 0.4997 -0.0411 0.0212 -0.0028
H 5.3313 -1.0457 2.1060 0.0135 -0.0701 0.0988
H 3.2867 -1.5827 3.0999 -0.0593 -0.0697 -0.0796
H 2.8717 -2.5591 1.6768 -0.0023 0.0487 0.0899
H 0.6355 -2.5953 2.3433 0.0378 -0.0293 0.0188
H 1.0404 -1.6431 3.7723 0.0294 -0.0420 -0.0110
H -1.4973 -0.4546 2.6794 -0.0506 -0.1741 0.1306
H -2.6016 3.9903 1.0401 0.0403 0.1089 0.2122
H -4.1236 4.1360 -0.6108 0.0574 -0.1255 0.1214
H -4.3685 2.3951 -0.4663 -0.0719 0.2045 -0.0889
H -3.5434 3.3283 -2.7385 0.0606 -0.0189 -0.0395
H -2.0072 3.6553 -1.9602 -0.0350 -0.0225 -0.0572
H -3.2713 0.6877 -0.7311 -0.0254 0.0768 -0.2301
H -2.0468 -0.8004 -2.9679 -0.1267 -0.0292 0.0894
H -3.5625 -1.2776 -2.1739 0.1340 0.0135 -0.0525
H -2.0462 -1.1922 0.0239 -0.0527 -0.1119 0.0059
H -2.1969 -2.6411 -0.9607 -0.0058 0.0265 0.0501
H -0.1184 0.2110 -2.1586 -0.1166 0.1450 -0.0943
H 2.2987 0.0250 -2.4455 0.0596 0.1061 -0.0415
H 3.5031 -1.9691 -1.6528 0.1135 -0.0050 -0.0186
H 2.2535 -3.7797 -0.5131 0.0387 -0.0653 0.0127
H -0.1711 -3.5806 -0.1934 -0.0756 -0.0891 0.0297
H -0.3285 2.7091 0.0837 0.0393 0.0909 -0.0863
H 1.9972 1.8256 -0.0136 -0.0067 0.0132 -0.0238
```
Forces are in eV/Å.

=====

[3]
ORCA calculation (ωB97M-V/def2-TZVPD) on C21H25N3O5 in the gas phase.

The value obtained for the strongest force on any atom is 0.4 eV/A. The calculation puts the total energy at -36891.450 eV. Its orbital gap is 9.28 eV. The structure (SMILES) is Cc1cc(C(=O)NC[C@@H]2[C@@H](C)CCCN2C(=O)c2ccc(=O)oc2)ncc1CO.

The geometry in XYZ format:
```
54
Properties=species:S:1:pos:R:3:forces:R:3
C 3.1675 -2.5814 0.7065 -0.0038 -0.0025 0.0091
C 3.0269 -1.1821 1.2325 0.0159 -0.0016 0.0002
C 1.8041 -0.5291 1.1971 -0.0693 -0.0479 0.1643
C 1.7042 0.7755 1.6614 0.1084 0.1683 -0.1213
C 0.4104 1.5347 1.4737 -0.0753 -0.2596 -0.2784
O 0.3526 2.5728 0.8403 0.0570 0.1329 0.2186
N -0.6814 0.8970 1.9557 -0.0329 -0.0056 0.0179
C -2.0342 1.3331 1.6758 -0.0236 0.0085 -0.0244
C -2.3413 1.5533 0.1881 0.0087 -0.0048 0.0040
C -3.8408 1.5696 -0.1289 -0.0078 0.0163 0.0183
C -4.6129 2.5152 0.7848 0.0010 -0.0060 -0.0111
C -4.0160 1.9873 -1.5923 0.0069 -0.0039 0.0055
C -3.1703 1.1539 -2.5506 -0.0010 -0.0029 0.0017
C -1.7111 1.1038 -2.1040 -0.0099 -0.0041 -0.0031
N -1.6464 0.6316 -0.7203 0.0120 0.0392 0.0191
C -1.5459 -0.6937 -0.4360 0.0143 -0.0394 0.0073
O -2.0968 -1.2326 0.5160 0.0203 0.0253 0.0082
C -0.6179 -1.4884 -1.3047 -0.0116 0.0008 0.0142
C 0.6060 -0.9740 -1.8593 -0.0031 0.0026 -0.0092
C 1.4452 -1.7860 -2.5246 0.0122 -0.0109 0.0226
C 1.1457 -3.1946 -2.7085 -0.0412 0.0108 -0.0900
O 1.8064 -4.0088 -3.2845 0.0094 0.0074 0.0451
O -0.0588 -3.6275 -2.1391 0.0078 0.0037 0.0159
C -0.8653 -2.7991 -1.4655 0.0230 -0.0158 0.0000
N 2.7333 1.4456 2.1655 0.0095 -0.0140 -0.0075
C 3.9013 0.8107 2.2269 -0.0069 0.0053 -0.0138
C 4.1106 -0.4847 1.7658 -0.0002 -0.0064 0.0017
C 5.4645 -1.1339 1.8319 0.0011 -0.0033 0.0004
O 6.3967 -0.2450 2.4182 -0.0079 0.0032 0.0004
H 3.5278 -3.2610 1.4818 0.0010 -0.0013 -0.0015
H 2.2121 -2.9587 0.3436 0.0044 -0.0007 0.0061
H 3.8832 -2.6249 -0.1177 -0.0026 0.0011 -0.0031
H 0.9306 -1.0408 0.8122 0.0055 -0.0032 -0.0023
H -0.5635 -0.0113 2.3696 0.0052 -0.0028 0.0061
H -2.7032 0.5855 2.0944 0.0025 0.0055 0.0009
H -2.2167 2.2844 2.1795 -0.0084 -0.0040 0.0018
H -1.9311 2.5339 -0.0695 -0.0049 -0.0048 0.0008
H -4.2152 0.5480 0.0048 -0.0030 0.0022 -0.0011
H -4.1858 3.5212 0.7477 -0.0001 0.0003 0.0003
H -5.6537 2.5852 0.4649 -0.0006 0.0000 0.0018
H -4.6080 2.1846 1.8232 -0.0009 -0.0021 0.0005
H -5.0710 1.9268 -1.8693 0.0023 0.0000 -0.0063
H -3.7271 3.0415 -1.6819 -0.0034 0.0015 0.0003
H -3.5532 0.1286 -2.5863 0.0003 -0.0006 -0.0036
H -3.2300 1.5555 -3.5644 0.0004 0.0022 -0.0010
H -1.1444 0.4458 -2.7572 -0.0018 0.0058 -0.0032
H -1.2524 2.0955 -2.1413 0.0033 -0.0030 -0.0059
H 0.8604 0.0677 -1.7002 -0.0058 -0.0019 -0.0093
H 2.3831 -1.4449 -2.9371 0.0006 0.0019 -0.0005
H -1.7315 -3.2976 -1.0534 -0.0026 0.0064 -0.0006
H 4.7273 1.3624 2.6549 -0.0016 0.0005 0.0042
H 5.3915 -2.0609 2.4147 -0.0010 0.0011 0.0017
H 5.7787 -1.4150 0.8186 -0.0023 0.0018 -0.0008
H 7.2555 -0.6744 2.4465 0.0007 -0.0017 -0.0010
```
Forces are in eV/Å.

=====

[4]
ORCA calculation (ωB97M-V/def2-TZVPD) on C21H25N3O7S in the gas phase.

The value obtained for the strongest force on any atom is 19.3 eV/A. The calculation puts the total energy at -51804.011 eV. Its orbital gap is 8.02 eV. The structure (SMILES) is CCOc1ccccc1C(=O)NCC(=O)OCC(=O)NCCc1ccc(S(N)(=O)=O)cc1.

The geometry in XYZ format:
```
57
Properties=species:S:1:pos:R:3:forces:R:3
C 2.4929 -3.9268 -1.9168 0.0436 3.6092 -8.3841
C 1.6130 -2.7141 -2.5858 3.9762 -2.8486 -0.7851
O 2.3331 -1.5192 -2.7681 1.8772 1.6145 5.0395
C 2.8362 -1.1037 -1.3322 -1.1646 0.6546 0.6693
C 4.1824 -1.4574 -0.7712 -10.6329 2.2406 -7.6519
C 4.3077 -1.1074 0.3953 0.1480 3.6158 8.0630
C 3.5469 -0.2571 1.1372 -1.2424 3.2153 2.4758
C 2.3720 0.2800 0.6390 -0.0109 -0.6412 3.1502
C 1.8867 -0.3654 -0.4168 0.2656 -1.8521 -7.6652
C 0.5357 0.0781 -1.0063 3.5135 1.8361 5.7101
O -0.1977 0.8370 -0.4002 -1.3310 0.4287 4.8193
N 0.2444 0.1166 -2.1949 6.5232 -5.2558 -10.7254
C -0.9599 0.3197 -2.6524 -5.9583 3.8979 -0.5619
C -1.7017 1.4480 -1.9053 -7.1868 -1.9764 2.6940
O -3.0391 1.3023 -1.3486 8.0067 0.7524 -3.6769
O -1.0886 2.5903 -1.9091 -0.6147 -0.8148 -1.5111
C -1.9041 3.6893 -1.6523 3.3709 1.6073 4.8217
C -1.6338 4.1363 0.0321 -10.8427 10.0213 -12.4557
O -2.4580 5.0590 0.2222 1.5791 0.8370 0.9599
N -1.2359 3.3288 0.7370 7.6714 -13.0695 9.0713
C -1.1926 3.4416 2.2396 5.6344 3.3202 -1.1008
C -2.1652 2.5718 2.9810 -0.6158 0.8848 -3.6450
C -1.9377 1.1474 2.4250 1.4886 0.6564 3.7051
C -0.7885 0.5095 3.0313 -1.3198 -0.2011 -3.8460
C -0.3769 -0.6786 2.2997 -4.9166 4.7112 1.1621
C -1.1762 -1.2138 1.3525 -1.5905 -0.4480 1.9814
S -0.5570 -2.7031 0.5698 1.7712 4.9565 0.8322
N -1.3384 -3.9910 0.9495 -4.3795 -1.5690 -2.4419
O 0.8606 -2.6465 0.7576 0.2551 -1.8681 2.3026
O -0.8322 -2.4712 -0.7488 -2.6821 0.6245 -6.5443
C -2.4759 -0.6434 1.1930 -0.0923 -3.7229 -6.3142
C -2.8520 0.5865 1.4803 12.8900 -7.8489 6.0716
H 1.9650 -4.7498 -2.1319 -1.6881 -3.3931 -1.0982
H 3.5402 -4.0229 -2.1898 -0.0768 0.1834 -0.9119
H 2.5198 -3.8701 -0.9981 -0.1527 1.0649 9.4302
H 1.4168 -2.9281 -3.5987 -0.2075 -1.0339 -1.4366
H 0.6826 -2.7055 -2.1550 -1.9143 0.8211 1.7389
H 4.6480 -2.0449 -1.3281 4.8864 -4.7533 -4.3989
H 5.1439 -1.2691 0.8681 4.7434 -1.6285 2.4501
H 3.8525 0.1757 2.1553 0.0349 -1.1316 -1.6684
H 1.6705 0.8900 1.2259 0.6126 0.0478 -0.3072
H 0.8210 -0.4295 -2.9895 -0.7798 1.4272 3.0416
H -1.5818 -0.4805 -2.6185 -1.9782 -2.9385 1.0449
H -1.0416 0.4744 -3.6964 0.5978 1.0852 -1.2785
H -1.3476 4.4937 -2.0308 -0.2605 1.2606 -1.3853
H -2.9477 3.5885 -1.6767 -1.0050 -0.2936 -0.5250
H -0.7864 2.4739 0.2250 -0.6757 1.4570 1.7583
H 0.0816 3.2670 2.4829 -3.7784 0.0517 -0.3650
H -1.2417 4.6311 2.3285 -0.5266 -2.6665 0.5030
H -3.0714 3.1503 2.6368 -0.0545 -1.4440 0.6586
H -2.0169 2.7235 4.0008 0.1140 -0.1707 1.7843
H -0.1001 1.0646 3.7034 -0.7558 -0.6710 -0.3436
H 0.4015 -1.0927 2.6557 5.8817 -3.1897 1.7982
H -1.0839 -4.1485 1.8292 0.7575 -1.9051 4.9384
H -2.4454 -4.0408 0.8116 3.4392 0.5308 0.1657
H -2.9731 -1.0333 0.2465 0.0196 -0.2109 1.4175
H -3.4061 1.2394 1.4107 -11.6670 10.1330 -3.2304
```
Forces are in eV/Å.

=====

[5]
ORCA calculation (ωB97M-V/def2-TZVPD) on C21H25N5O3 in the gas phase.

The value obtained for the strongest force on any atom is 1.5 eV/A. The calculation puts the total energy at -35773.304 eV. Its orbital gap is 8.25 eV. The structure (SMILES) is COCCn1nnnc1[C@@H](c1ccc(OC)c(OC)c1)N1CCc2ccccc21.

The geometry in XYZ format:
```
54
Properties=species:S:1:pos:R:3:forces:R:3
C -4.4194 -0.2195 -2.3739 -0.0100 -0.0410 -0.0051
O -3.2943 0.6249 -2.4633 0.1467 -0.0670 -0.0512
C -3.1602 1.5368 -1.4084 0.1011 0.1405 0.1845
C -2.6909 0.8687 -0.0999 -0.4788 -0.3757 -0.7554
N -2.3070 1.8680 0.8534 1.0225 0.6229 0.9340
N -3.1704 2.8234 1.2215 -0.9371 -0.5200 -0.8129
N -2.5888 3.5705 2.0602 -0.4354 0.7938 0.4255
N -1.3522 3.1613 2.2908 1.0300 -0.3647 0.1871
C -1.1577 2.0985 1.5435 -0.5890 0.0464 -0.1950
C 0.1110 1.3113 1.5115 0.2831 -0.0819 0.0674
C -0.1685 -0.1804 1.3991 0.0971 -0.1869 0.1171
C -1.0542 -0.7789 2.2833 0.1699 0.0211 -0.1201
C -1.3041 -2.1319 2.1892 0.1106 -0.1102 -0.1566
C -0.6814 -2.9342 1.2349 -0.0454 0.0583 0.0562
O -1.0579 -4.2408 1.2810 -0.0899 0.3690 0.0874
C -0.4119 -5.2237 0.5025 0.1426 -0.4416 -0.2281
C 0.2304 -2.3332 0.3465 -0.0038 -0.1788 -0.0881
O 0.8551 -3.1158 -0.5900 -0.4051 -0.0224 0.3969
C 1.8396 -2.5363 -1.4112 0.2056 0.1074 -0.1624
C 0.4610 -0.9666 0.4455 -0.0041 0.0690 0.0235
N 1.0011 1.8457 0.5127 -0.1652 0.1239 0.1079
C 0.5352 2.2677 -0.7993 -0.3522 0.1052 -0.2109
C 1.8152 2.5452 -1.6074 0.0328 0.0954 -0.0160
C 2.8907 1.9195 -0.7630 -0.0853 -0.1413 0.0541
C 4.2222 1.7182 -1.0329 -0.0946 -0.0491 0.1049
C 5.0202 1.1172 -0.0635 0.2257 -0.0376 -0.0031
C 4.4757 0.7372 1.1503 0.1202 -0.0236 -0.0332
C 3.1314 0.9340 1.4337 -0.2120 0.0300 0.0418
C 2.3400 1.5323 0.4656 0.5221 0.0600 -0.1397
H -5.3346 0.3600 -2.2105 -0.0100 -0.0108 -0.0013
H -4.4848 -0.7380 -3.3283 -0.0827 -0.0479 0.0583
H -4.3141 -0.9577 -1.5718 -0.0375 -0.0077 -0.0201
H -2.4053 2.2558 -1.7397 -0.0780 0.0083 0.1498
H -4.0995 2.0753 -1.2213 0.1101 -0.0223 -0.0559
H -3.5023 0.2753 0.3327 0.1689 -0.0170 -0.0159
H -1.8428 0.2126 -0.3008 -0.1394 0.1127 0.0459
H 0.5869 1.4979 2.4862 -0.1642 -0.0112 -0.1441
H -1.5434 -0.1910 3.0455 -0.0961 0.0679 0.1083
H -1.9908 -2.6150 2.8656 -0.0835 -0.0895 0.0797
H -0.8717 -6.1657 0.8009 0.0526 0.0492 -0.0302
H -0.5689 -5.0637 -0.5659 0.0208 -0.0394 0.1091
H 0.6597 -5.2612 0.7087 -0.0732 -0.0084 -0.0218
H 2.2380 -3.3578 -2.0048 0.0122 0.0948 0.0065
H 1.4147 -1.7831 -2.0829 0.0164 -0.0016 0.0398
H 2.6474 -2.0877 -0.8243 -0.0406 0.0088 -0.0149
H 1.1587 -0.5059 -0.2329 0.0687 0.0279 -0.0794
H -0.0637 1.4794 -1.2780 0.0014 0.0254 -0.0044
H -0.0882 3.1624 -0.7026 -0.0139 -0.1176 -0.0814
H 1.9920 3.6180 -1.7099 -0.0509 0.0015 -0.0288
H 1.7687 2.1163 -2.6091 -0.0300 0.0545 0.0203
H 4.6414 2.0167 -1.9826 0.0506 0.0344 -0.1025
H 6.0674 0.9474 -0.2615 0.0979 -0.0205 0.0029
H 5.1048 0.2710 1.8944 0.0545 -0.0375 0.0566
H 2.7207 0.6193 2.3805 -0.0560 -0.0552 0.1131
```
Forces are in eV/Å.